1.
{
  "formula": "C44H35F10N9O2S3Ti",
  "method": "the ωB97M-V functional and the def2-TZVPD basis",
  "elements": ["C", "H", "S", "C", "N", "H", "C", "C", "H", "H", "H", "F", "N", "C", "C", "C", "C", "C", "C", "H", "H", "H", "H", "C", "S", "C", "C", "C", "C", "H", "F", "C", "H", "F", "C", "N", "F", "C", "C", "Ti", "H", "C", "O", "H", "C", "H", "C", "H", "C", "H", "H", "F", "H", "F", "N", "C", "C", "C", "F", "H", "N", "F", "H", "F", "H", "C", "C", "H", "N", "H", "C", "H", "H", "N", "H", "C", "C", "H", "F", "H", "C", "C", "H", "S", "C", "H", "N", "H", "H", "N", "H", "C", "C", "O", "H", "C", "C", "C", "C", "H", "C", "C", "C", "C"],
  "positions_angstrom": [[-0.8154, -3.1866, -0.3444], [-6.1250, 3.0860, 0.9529], [4.1803, 2.3114, 0.7797], [4.5101, -2.7031, 2.1813], [0.0835, 0.4144, 1.7962], [5.2325, -6.2440, 3.3967], [5.0427, 0.9594, -2.9143], [-1.6512, 1.1000, -4.6474], [-2.4885, 0.3262, -1.3600], [1.2684, -0.2573, 5.4375], [-3.9365, 3.0036, -0.1769], [-7.2299, -1.6587, -0.1592], [1.9478, 1.3494, -0.1089], [-2.9678, 4.2649, 1.2581], [-5.1956, 0.2749, 2.0882], [-1.8665, 2.2211, -5.4297], [-5.2907, 3.6476, 1.3536], [-0.0921, -2.3088, -2.4699], [0.9251, -1.0655, 3.4935], [-0.8044, -4.1770, -0.8377], [-0.5306, -3.2689, -2.7915], [2.1912, -5.4941, 4.1762], [2.7163, -4.2203, 5.2760], [-1.2954, 3.4425, -5.1306], [-1.3963, 4.1567, 0.3996], [-3.9465, -0.1711, 1.7393], [-3.1391, 5.0782, 2.3700], [4.1961, 1.6115, -0.7954], [3.0660, -5.0303, 4.6378], [-2.8319, -3.5577, 0.0587], [-2.9063, 0.3667, 2.3999], [-0.3087, 2.7337, 2.2829], [1.9958, 2.2081, 1.7979], [-5.3306, 1.1934, 3.0644], [-0.9960, -1.2025, -2.9836], [-0.6656, 2.8192, 0.9166], [0.0360, 4.6915, -3.6373], [-6.1502, -1.1708, 0.4900], [-0.8225, 1.1040, -3.5008], [-0.1943, 1.0158, -0.0849], [1.7714, -2.8006, 0.2672], [-0.3283, 2.4068, -3.2168], [-1.7526, 3.9412, -0.9826], [-4.5110, 5.7911, 3.8519], [-4.8928, -1.6335, 0.1504], [-0.4809, -3.3436, 0.6847], [1.4858, -2.8707, -0.7788], [-6.4235, 4.4969, 2.9652], [-6.3366, -0.2165, 1.4662], [-2.3488, 1.9624, -1.2008], [-0.4796, 4.7680, 2.8878], [-4.8597, -2.5473, -0.8643], [-2.9874, 1.0665, 0.0191], [-2.3420, -0.0217, -4.9931], [0.1437, -2.3135, -1.0217], [0.4919, 2.3021, 4.9688], [3.7615, 0.5190, -3.2661], [0.0843, 1.4349, 2.7274], [-1.4958, 4.5210, -5.9185], [6.5689, -5.1672, 1.5635], [5.5261, -3.4108, 1.5995], [-2.6644, 2.1219, -6.5107], [5.8590, 0.8731, -3.6211], [0.3786, 2.5087, -2.0651], [-2.5957, -2.5655, -1.3674], [-5.4557, 4.4375, 2.4828], [-4.0529, 3.5708, 0.7351], [0.8067, 2.1286, 5.9910], [-0.5137, 0.1231, -2.6611], [-2.3149, 5.6653, 2.7415], [2.9158, 1.1551, -1.1276], [1.7061, 0.2938, -2.6633], [3.5706, -5.7844, 5.2443], [3.7213, -3.2517, 3.1568], [3.5934, 0.0982, -4.2505], [0.4899, -0.7810, 2.1936], [-0.2716, 3.7638, 3.2077], [0.8689, -2.2221, -2.9776], [-7.5739, 0.2301, 1.7989], [0.1284, 4.3789, 5.2279], [5.2702, 1.5163, -1.6771], [5.7498, -4.6318, 2.0434], [-2.0135, -1.3616, -2.5954], [4.1966, -1.1040, 1.6694], [-2.2540, -2.7020, -0.3315], [1.5305, -3.9338, -1.0732], [-2.2843, 1.0711, -0.7129], [2.2358, -2.3305, -1.3460], [6.2529, 1.8674, -1.3916], [-2.4347, -1.5349, 0.4990], [-1.0546, -1.3630, -4.0712], [5.0171, -5.2417, 3.0505], [0.4945, 1.2248, 4.0583], [-0.6771, 5.3626, 0.7254], [1.3080, -2.0543, 3.7030], [2.5249, 1.9328, 0.8978], [0.1159, 3.5415, 4.5395], [-4.3833, 5.1605, 2.9808], [2.7024, 0.6118, -2.3887], [0.4727, -1.5520, 1.4386], [3.9781, -4.4788, 3.5739], [-3.6759, -1.1731, 0.7447], [-0.5252, 3.5271, -3.9795], [0.9234, -0.0767, 4.4264]],
  "max_force_ev_per_a": 3.14,
  "de_lowest_ev": 0.000,
  "charge": -2,
  "s_squared": 2.02,
  "multiplicity": 3
}

2.
{
  "formula": "C44H35F5HfN5S4Sb",
  "method": "the ωB97M-V functional and the def2-TZVPD basis",
  "elements": ["H", "C", "H", "C", "F", "C", "C", "C", "F", "N", "F", "S", "C", "S", "H", "C", "C", "C", "F", "H", "H", "H", "C", "H", "C", "H", "H", "C", "H", "S", "N", "H", "C", "C", "H", "C", "H", "H", "H", "H", "H", "H", "H", "N", "H", "H", "C", "C", "C", "C", "C", "C", "C", "C", "C", "C", "H", "C", "H", "C", "C", "C", "H", "C", "C", "H", "N", "H", "C", "H", "C", "H", "H", "C", "C", "H", "H", "S", "C", "H", "F", "C", "C", "H", "H", "C", "C", "H", "Sb", "N", "C", "C", "Hf", "C", "C"],
  "positions_angstrom": [[-5.7290, 2.8751, 3.0190], [1.6881, -5.5418, -2.7778], [2.4272, 1.8267, 0.0832], [-0.8054, 5.2696, -0.8765], [1.6285, 0.2715, -7.3657], [0.3476, -5.8849, -2.7265], [-3.6827, -0.0531, -2.3617], [-2.3213, -3.5799, -0.4018], [2.1001, -1.6588, -5.4860], [1.6814, -2.5661, -0.5694], [0.0675, 3.1522, -4.0048], [-2.1889, -0.3294, -0.0891], [2.1512, -4.4641, -2.0421], [0.3565, -0.3377, 1.8889], [1.4604, 1.1118, 3.8250], [1.3282, -0.1964, -3.8127], [3.2043, -3.7375, 0.9664], [3.7130, -0.1931, -1.3138], [1.5786, -1.1625, -2.8922], [-1.9951, -0.2889, 3.7067], [-4.1540, -0.6531, 4.8588], [-3.0912, 2.2109, -0.3218], [3.0402, 1.0784, 0.5855], [-1.5677, -5.4649, -1.8901], [-0.4162, 4.2809, 0.0151], [-0.7633, 4.6449, 2.8402], [-0.1640, 6.1268, -1.0364], [1.7760, 2.8084, 5.0967], [0.5319, 4.3546, 0.5348], [0.5125, 1.3180, -1.6837], [-0.8853, -3.3331, -0.2458], [-3.5766, 3.2709, 1.9065], [1.3576, 0.5012, -6.0842], [0.2944, 2.8060, 3.2034], [3.3861, 0.6141, -1.9705], [-4.0291, 0.1993, 4.2028], [2.7913, -4.6960, 0.6773], [4.5200, -4.5656, 2.4345], [5.4407, -2.3677, 3.1089], [4.7626, -0.0261, -1.0466], [-1.0882, -2.9793, 1.8191], [-3.7672, 3.9620, -1.8914], [2.4762, 2.2872, 5.7371], [-4.1722, -0.3681, -4.8692], [-2.2987, 5.9346, -2.2611], [-2.6242, -3.4228, -1.4340], [0.5339, 4.7882, 4.5416], [1.2804, -3.7314, -1.2419], [-3.6988, 2.4015, 2.5380], [4.6904, -2.4314, 2.3320], [-0.0685, -4.1080, -1.1577], [-0.5275, -5.1724, -1.9173], [1.4439, 4.1301, 5.3565], [2.7340, -2.5809, 0.3408], [-2.4490, 3.0664, -0.4723], [-0.0452, 4.1285, 3.4679], [4.6854, -0.3225, 1.9697], [0.8327, 1.7199, -5.6833], [2.3766, -6.0984, -3.4001], [-1.2473, 3.1876, 0.2018], [-4.9115, 2.1835, 3.1758], [-2.5221, -0.5168, -1.7914], [-6.0406, 0.8964, 4.4644], [1.6040, -0.4730, -5.1332], [-2.8281, 4.0600, -1.3621], [3.6400, -1.1444, -1.8340], [-5.4033, 1.2378, -0.9487], [3.1890, -4.1570, -2.0917], [-5.0824, 1.0784, 3.9959], [2.7259, 0.9972, 1.6221], [0.8173, 1.0119, -3.3633], [-2.8637, -2.8856, 0.2339], [0.2688, 5.8172, 4.7487], [-3.9509, -0.2291, -3.7477], [-0.5403, -3.6552, 1.1625], [-2.5771, -4.6006, -0.0998], [0.5235, -3.5459, 1.3514], [-1.3179, -1.3705, -2.6887], [1.2023, 2.1442, 4.0218], [4.0805, 1.4192, 0.5558], [0.5856, 2.6556, -6.5978], [3.2969, -1.3438, 0.6977], [-2.6606, 1.4970, 2.7190], [1.8944, 4.6486, 6.1927], [-0.8301, -4.6847, 1.3991], [0.5695, 1.9668, -4.3481], [4.2583, -1.2769, 1.6891], [-0.0348, -6.7120, -3.3096], [-0.7915, 1.7179, 1.7113], [2.8743, -0.2094, -0.0999], [-4.6457, 0.6512, -1.5901], [4.1753, -3.6591, 1.9537], [0.2753, -1.0946, -0.6173], [-2.8170, 0.4038, 3.5620], [-2.0061, 5.1602, -1.5643]],
  "max_force_ev_per_a": 2.01,
  "de_lowest_ev": 0.578,
  "charge": 0
}

3.
{
  "formula": "C44H36FeO2P2Si",
  "method": "the ωB97M-V functional and the def2-TZVPD basis",
  "elements": ["H", "C", "P", "H", "O", "C", "H", "C", "Fe", "H", "H", "C", "C", "C", "C", "C", "H", "H", "C", "H", "C", "C", "H", "C", "H", "H", "H", "C", "C", "C", "H", "H", "O", "H", "H", "H", "C", "C", "C", "H", "C", "C", "C", "C", "C", "H", "C", "C", "H", "H", "P", "H", "H", "C", "C", "C", "H", "Si", "C", "C", "C", "H", "H", "H", "C", "H", "H", "C", "H", "H", "C", "H", "H", "C", "C", "C", "H", "H", "C", "C", "C", "C", "C", "C", "C", "H"],
  "positions_angstrom": [[0.4071, -4.7354, 4.6681], [3.9088, -0.6224, 1.0285], [-0.3691, -1.8101, 0.6815], [2.2622, 3.6013, -0.4549], [2.1021, -0.3925, -1.6014], [-4.3113, -1.1306, 0.1995], [-3.5866, 5.0610, 0.3959], [0.7822, -3.4982, -1.2602], [0.6712, -0.2110, -0.3432], [-1.4041, 1.9386, -1.9424], [-2.5711, -1.2896, -1.0280], [1.2908, -0.3206, -3.8661], [-0.5014, 2.5141, -2.1556], [0.8498, 3.8978, -3.5792], [1.5679, 3.4690, -1.2817], [-1.9028, 2.0961, 2.2314], [1.6490, -4.8832, -2.6386], [3.9311, -1.5344, 0.4142], [0.6777, -3.8409, 4.1264], [2.7297, 4.5323, -2.7315], [-1.4247, 2.5432, 0.9938], [-0.2921, 3.1579, -3.3657], [-1.5085, 4.0627, -0.5317], [-2.5589, -1.3727, 2.3620], [1.4853, -2.6838, -1.3936], [4.3236, 0.2383, 0.4473], [-0.2694, -1.1407, -2.6328], [-0.3883, -0.8203, -6.0145], [-2.9466, -1.3019, -0.0252], [1.2550, 2.3697, 1.7056], [-1.0117, -1.0360, -6.8538], [-4.9641, -0.9958, -0.6280], [3.3288, 0.5730, -3.2051], [-2.1000, -6.0586, -0.9509], [-4.5462, 4.2287, 2.5440], [3.9088, 3.4002, 4.3632], [0.3754, -2.4031, 2.2436], [-3.9150, -1.1152, 2.5669], [0.8337, -0.1765, -6.2299], [1.0792, 0.1177, -7.2182], [1.6577, 0.0589, -5.1609], [2.2236, 4.0067, 3.1608], [2.3025, -0.0366, -2.8190], [0.4460, 2.6664, -1.1217], [2.1803, 1.4466, 2.1765], [-5.8608, -0.9723, 1.7005], [-1.3240, -4.1863, -0.2603], [1.7122, -3.0368, 4.5940], [4.5553, -0.7667, 1.9475], [2.1732, -3.2454, 5.5427], [0.1050, 1.7637, 0.4059], [2.2207, 5.0102, 3.5721], [-0.1365, -6.5456, -2.3498], [-1.2786, -5.3556, -1.0122], [3.1661, 3.0778, 3.6147], [-3.0396, 2.7002, 2.7700], [2.9764, -1.3657, 4.2003], [2.0740, -0.2903, 1.4845], [0.8589, -4.6904, -1.9430], [-0.1885, -5.6108, -1.8247], [0.0469, -0.9068, -3.6646], [-1.3616, 1.3360, 2.7769], [3.8348, 1.0286, 3.4392], [1.0386, 4.3254, -4.5500], [-3.6683, 3.7401, 2.0918], [-3.4873, 2.3510, 3.6942], [-1.8954, -1.5565, 3.1863], [-0.7828, -1.1769, -4.7345], [-1.0721, 3.1087, -4.1157], [-4.2691, -0.8521, 3.5685], [-4.8026, -1.1025, 1.4780], [2.5989, 0.5808, -5.2715], [-2.1638, -3.9864, 0.3952], [2.1170, -1.9340, 3.8649], [-0.2861, -3.2690, -0.3821], [1.4489, -1.6301, 2.6818], [-1.7310, -1.6844, -4.6073], [-0.8233, -4.1531, 2.6021], [1.2827, 3.6712, 2.1918], [-2.0959, -1.4779, 1.0531], [0.0062, -3.5678, 2.9403], [-1.9875, 3.6419, 0.3465], [-3.1228, 4.2244, 0.9052], [1.7843, 4.0130, -2.5460], [3.1444, 1.7989, 3.1181], [0.5756, 4.4208, 1.8205]],
  "max_force_ev_per_a": 4.30,
  "de_lowest_ev": 0.000,
  "charge": 1,
  "s_squared": 8.77,
  "multiplicity": 6
}

4.
{
  "formula": "C44H36I2IrN13O2",
  "method": "the ωB97M-V functional and the def2-TZVPD basis",
  "elements": ["H", "H", "C", "C", "O", "C", "H", "N", "H", "C", "C", "C", "C", "C", "H", "H", "H", "C", "H", "H", "C", "C", "C", "H", "C", "H", "C", "C", "H", "H", "C", "C", "N", "H", "H", "C", "I", "H", "C", "N", "H", "H", "C", "O", "H", "C", "C", "C", "H", "Ir", "H", "H", "H", "H", "I", "N", "C", "H", "C", "C", "N", "H", "N", "C", "C", "H", "C", "H", "C", "N", "H", "C", "H", "C", "C", "C", "N", "C", "H", "N", "C", "N", "H", "N", "N", "C", "H", "H", "C", "N", "C", "H", "H", "C", "C", "C", "C", "C"],
  "positions_angstrom": [[1.1923, -3.6247, -6.9796], [-4.0389, -1.3343, 6.0093], [1.1825, -0.0603, -4.8046], [3.1258, -2.0278, -4.2249], [0.5980, -0.0465, -2.5575], [-0.2592, -4.5036, -3.3204], [-4.3548, -2.8860, 0.3810], [0.7240, -2.1041, -0.6587], [-5.2306, -3.6042, 2.5734], [-4.8048, -2.7025, 2.9971], [-0.5776, 6.0673, 4.2323], [0.7037, -4.8466, -1.0234], [2.6991, -0.0107, 3.1564], [2.8303, -2.3350, -6.4352], [-5.0624, -3.3655, 5.0179], [3.2854, 1.7452, -1.4220], [-2.0539, 3.2590, 2.0500], [1.1570, -4.2934, 0.1719], [-1.6297, -1.9330, 0.9061], [2.5948, 2.5921, 0.1491], [0.2554, -4.0034, -2.0298], [-1.6180, 4.0463, 2.6558], [-2.0636, -1.2056, 0.2392], [-1.1051, -5.1805, -3.2597], [-4.1374, -1.4383, 4.9372], [-1.9475, 5.0973, 0.0667], [3.3983, 0.6901, -1.6741], [2.2985, -0.0152, 1.8334], [3.8480, 0.9725, 0.7668], [1.8262, 0.0270, -6.8305], [3.3261, 0.0159, 0.7203], [-0.9771, 5.2060, 0.5507], [1.1826, 4.1028, 0.3164], [3.7540, -0.0469, 3.3968], [-0.2396, -4.6783, -5.3792], [0.2339, -4.2127, -4.5226], [4.7892, 0.8407, -6.9158], [2.0425, 0.0667, 5.1995], [-3.0618, 0.7773, 4.6589], [0.9891, 0.0187, 1.5022], [-2.2318, 1.1325, -1.8877], [-0.3710, 0.2129, 4.5629], [-3.8270, -0.5312, 2.7236], [-2.7018, 1.7679, 3.7990], [-5.3687, -1.4491, 0.2339], [0.2681, -2.6441, -1.7881], [1.1554, -2.9246, 0.3247], [1.5271, 0.1261, -3.4110], [2.8266, -1.0938, -0.9273], [0.6490, -0.0296, -0.5055], [-0.1145, 7.0628, 2.3866], [1.5009, -2.4688, 1.2408], [3.7179, -1.5914, -3.4238], [-1.5508, 2.5969, -0.4585], [-0.7328, -0.6756, -5.2688], [-1.4145, -0.2770, -0.4625], [1.5681, 2.8902, 0.0470], [-1.1060, 4.8275, 5.9094], [3.7900, 0.6556, -4.0988], [0.0651, 0.1149, 2.4734], [-3.3597, -1.0921, 0.0071], [-0.5009, 6.1130, 0.1872], [2.0895, -2.7699, -3.8581], [1.7408, -3.1532, -6.1763], [-4.7056, -2.5710, 4.3770], [-0.1825, 6.8657, 4.8450], [3.4137, 0.5270, -5.4585], [-3.5196, 0.2963, 2.0947], [-1.0940, 4.9320, 4.8328], [2.7162, -0.1216, -0.6382], [0.7064, -5.9196, -1.1685], [2.1000, 0.1522, -5.7916], [-0.9657, 0.1899, 2.1562], [-4.3615, -1.6822, 2.1645], [-0.5259, 2.8600, -0.2616], [-2.4071, 0.3701, -1.1454], [3.5295, -1.7576, -5.4586], [-0.5466, 6.1824, 2.8456], [1.5164, -4.9175, 0.9780], [-2.7363, 1.0445, 5.8734], [1.7439, 0.0588, 4.1597], [0.5443, 2.0620, -0.3277], [4.8192, 0.9068, -3.8716], [-0.1446, 4.0707, 0.1109], [-2.1353, 2.2977, 5.8555], [0.4037, 0.1373, 3.8102], [4.4658, 0.4638, -1.6314], [4.0858, -0.7524, 0.8718], [1.3867, -3.3477, -4.8471], [-3.5962, -0.0920, -0.8634], [-1.6155, 3.9137, 4.0360], [3.1528, -2.1370, -7.4506], [-0.0922, -1.9586, -2.5439], [-1.0658, 5.1676, 2.0560], [-3.6943, -0.4160, 4.1030], [-2.1407, 2.6891, 4.6311], [-4.4458, -1.8372, 0.6619], [2.8972, 0.4581, -3.0847]],
  "max_force_ev_per_a": 1.85,
  "de_lowest_ev": 1.350,
  "charge": 3,
  "s_squared": 0.77,
  "multiplicity": 2
}